Entry from the OMol25 dataset: a structure of composition C40H40F6NOSSeTeZn (wB97M-V/def2-TZVPD).

Values from the calculation:
Molecular weight ... 968.8 g mol⁻¹
Calculated total energy ... -7124.51903 Eh
Orbital gap ... 0.23837 Ha
Net charge ... -1
Spin multiplicity ... 1

Atoms and positions in Å:
C  1.570  -1.878  -3.273
H  -0.076  -4.490  -2.980
F  5.497  3.079  2.736
C  -2.962  3.639  -0.572
C  -2.970  -1.809  1.878
C  3.495  1.674  0.026
H  -5.446  3.881  1.729
C  2.153  -1.302  2.380
F  3.840  -0.406  -1.072
H  2.443  -1.365  -2.869
H  -0.509  5.237  -1.091
H  -0.143  4.049  3.615
H  3.698  -0.102  4.044
C  -1.973  -1.010  1.375
C  -3.145  -1.908  3.254
F  -1.823  -0.972  0.021
C  -4.962  6.551  1.922
C  1.613  -2.314  3.397
H  -1.958  2.258  1.967
H  -1.994  -5.546  -4.121
C  5.701  1.006  1.651
Se  2.053  2.159  -1.127
C  1.817  2.684  3.948
C  1.940  0.135  2.853
C  -4.278  5.536  1.044
H  1.996  -2.111  4.400
H  1.914  -3.327  3.113
C  -3.251  5.911  0.189
H  0.617  -1.889  0.951
C  5.258  0.129  0.682
H  -2.395  -1.244  5.151
F  5.876  -1.051  0.521
C  2.892  0.573  3.771
H  3.243  -1.418  2.375
C  -0.961  -3.907  -3.211
F  6.737  0.681  2.435
H  -2.951  6.955  0.145
H  1.767  3.682  4.369
H  -3.927  -2.532  3.666
C  4.185  0.476  -0.117
O  -0.037  -0.323  -1.957
H  1.799  -2.923  -3.482
N  -0.123  0.542  1.584
H  -4.028  -4.224  -4.602
H  -4.143  -1.843  -3.937
C  -1.703  2.860  2.837
C  -3.183  -3.755  -4.114
H  -5.810  6.109  2.445
C  2.844  1.839  4.321
H  2.211  -2.579  0.653
C  -2.289  -1.186  4.074
C  -0.255  3.341  2.786
C  -4.645  4.200  1.067
H  -2.368  3.728  2.838
C  -2.594  4.992  -0.625
C  -2.040  -4.501  -3.845
H  -5.283  1.721  1.088
C  -4.440  1.809  0.401
C  1.684  -1.676  0.979
S  0.318  -1.777  -1.992
H  -4.721  1.396  -0.569
C  -1.292  -0.382  3.544
Te  -1.970  2.194  -1.782
F  3.417  3.731  1.204
C  0.003  4.145  1.512
C  0.886  1.002  2.484
C  3.979  2.536  1.006
H  -1.524  5.036  -2.498
H  1.023  4.529  1.483
H  3.603  2.168  5.020
C  -4.004  3.245  0.280
C  -2.168  -1.812  -3.114
H  -0.143  3.548  0.611
H  -5.329  7.398  1.338
C  -1.485  5.493  -1.511
H  -2.207  -0.777  -2.796
H  -0.699  4.980  1.462
C  5.064  2.222  1.803
C  -3.247  -2.421  -3.745
C  -1.086  -0.245  2.154
Zn  -0.070  1.162  -0.302
H  1.891  -0.887  0.257
H  -4.275  6.947  2.673
H  0.524  -2.281  3.436
H  -3.626  1.182  0.774
C  0.824  2.293  3.050
H  -0.641  0.164  4.215
H  -1.540  6.579  -1.612
C  -1.031  -2.562  -2.869
H  -1.904  2.270  3.733
H  1.198  -1.365  -4.158
H  -3.596  -2.350  1.179

Forces on the atoms, in the same order (eV/Å):
0.0081 -0.0232 -0.0019
-0.0084 0.0090 0.0009
0.0107 0.0097 0.0160
0.0092 -0.0554 0.0559
0.0023 -0.0086 0.0022
-0.0299 -0.0260 0.0042
0.0044 0.0013 -0.0035
0.0004 0.0039 0.0113
-0.0056 -0.0140 -0.0146
-0.0232 -0.0137 -0.0218
-0.0084 -0.0347 -0.0258
-0.0101 -0.0035 0.0136
-0.0015 0.0066 -0.0025
-0.0206 0.0012 -0.0034
0.0015 0.0061 0.0081
0.0194 -0.0078 0.0194
0.0083 0.0002 0.0040
-0.0045 -0.0023 0.0031
-0.0001 0.0144 0.0138
0.0013 0.0049 0.0018
-0.0183 -0.0031 0.0004
0.0066 0.0804 -0.0535
0.0014 0.0110 -0.0062
-0.0175 0.0093 -0.0198
-0.0185 -0.0215 0.0044
-0.0021 0.0017 -0.0062
-0.0023 0.0020 0.0024
-0.0190 -0.0029 -0.0598
-0.0233 0.0097 0.0098
-0.0145 -0.0065 0.0080
0.0016 0.0009 -0.0038
0.0180 -0.0185 -0.0052
0.0281 0.0207 -0.0265
0.0072 0.0023 -0.0042
0.0241 0.0148 -0.0041
0.0222 -0.0089 0.0267
0.0009 -0.0078 0.0062
0.0013 -0.0014 -0.0025
0.0036 0.0019 -0.0005
0.0115 0.0331 0.0300
0.0349 -0.0501 0.1036
0.0051 0.0146 0.0009
0.0263 0.0049 0.0423
0.0036 0.0028 -0.0018
0.0069 -0.0033 -0.0041
-0.0020 -0.0021 -0.0095
0.0215 -0.0324 0.0028
0.0018 0.0012 -0.0019
0.0124 -0.0017 -0.0151
-0.0024 0.0054 0.0046
-0.0052 -0.0091 -0.0064
-0.0018 -0.0042 -0.0221
-0.0053 0.0101 0.0033
0.0079 -0.0024 -0.0009
-0.0180 0.0497 0.0089
-0.0365 0.0002 -0.0060
0.0026 -0.0008 -0.0019
0.0077 0.0014 0.0025
-0.0235 0.0136 -0.0033
0.0005 0.0034 -0.0810
-0.0011 0.0081 -0.0019
0.0153 0.0043 -0.0122
-0.0185 0.0440 -0.0600
-0.0184 -0.0073 -0.0192
0.0097 0.0315 0.0077
-0.0069 -0.0649 0.0371
0.0092 0.0040 0.0030
-0.0275 0.0143 -0.0227
-0.0061 -0.0098 -0.0022
0.0010 -0.0022 -0.0030
0.0170 0.0102 -0.0099
-0.0278 -0.0060 0.0026
-0.0193 -0.0169 0.0158
-0.0001 -0.0005 0.0009
0.0267 -0.0087 0.0613
-0.0004 0.0124 -0.0146
0.0129 -0.0006 -0.0007
-0.0170 -0.0174 0.0132
0.0068 0.0342 0.0208
0.0146 -0.0042 -0.0075
0.0199 -0.0275 -0.0004
-0.0086 0.0088 -0.0023
-0.0035 -0.0022 -0.0027
0.0041 -0.0012 -0.0005
-0.0066 0.0101 -0.0003
0.0002 0.0077 0.0094
0.0034 -0.0020 0.0005
0.0100 -0.0008 0.0099
0.0118 -0.0180 -0.0080
-0.0040 0.0100 -0.0102
-0.0041 0.0007 0.0048
0.0065 0.0035 -0.0004


Entry from the OMol25 dataset: a structure of composition C19H28ClLuO6 (wB97M-V/def2-TZVPD).

Values from the calculation:
Molecular weight ... 562.8 g mol⁻¹
Calculated total energy ... -2887.50977 Eh
Orbital gap (alpha / beta) ... 0.11550 / 0.11555 Ha
Spin multiplicity ... 1

Atoms and positions in Å:
H  4.973  0.631  -1.186
C  1.786  1.632  -0.991
H  0.214  -1.677  -8.183
H  -2.245  -2.774  -1.329
C  1.878  0.721  0.114
C  0.909  -0.687  -6.359
H  -1.126  1.587  -5.372
H  -0.171  -0.336  -4.272
Lu  1.513  -0.570  -1.836
C  0.127  0.631  -3.835
C  2.139  -2.599  -5.819
C  -1.548  1.624  -3.126
C  -2.758  0.711  -3.289
H  1.186  0.373  -6.431
H  -4.290  0.694  0.497
H  -0.169  -1.932  2.140
H  -0.175  -0.757  -6.183
C  2.011  -2.602  -7.347
H  -3.567  1.065  -3.952
H  1.509  -3.424  -5.446
H  3.284  2.251  -2.514
O  -0.467  1.184  2.775
C  3.014  1.561  -1.722
H  -0.945  3.481  -2.134
H  3.594  -0.481  0.906
O  -0.195  -1.033  -0.719
H  1.519  -3.501  -7.739
C  -1.822  2.816  -2.220
C  3.187  0.125  0.090
C  -3.749  -1.300  -0.465
O  1.637  -1.347  -5.247
Cl  -0.144  -0.088  3.386
H  -1.605  1.254  0.130
O  1.297  -0.362  3.429
C  1.154  -1.388  -7.696
C  -1.482  -0.844  -0.585
H  1.043  2.431  -1.085
H  1.246  0.748  -3.828
H  1.699  -0.756  -8.399
O  -0.819  -1.204  2.210
H  2.984  -2.527  -7.847
C  -2.154  0.321  -0.043
H  -4.694  -1.850  -0.431
C  3.892  0.696  -1.010
H  1.139  0.605  0.902
H  -2.107  2.455  -1.219
H  -2.681  3.411  -2.581
H  -3.183  0.608  -2.284
C  -0.696  1.792  -4.388
H  -0.109  2.711  -4.393
C  -3.539  0.021  0.066
C  -2.511  -1.787  -0.929
H  3.183  -2.742  -5.517
O  -0.462  0.820  -2.486
H  -2.436  -0.295  -3.588

Forces on the atoms, in the same order (eV/Å):
-0.6338 -0.3928 -0.1639
0.7247 0.5948 1.1663
0.2243 0.1256 0.2814
-0.4028 0.2440 0.1760
0.8220 1.1678 0.3137
-0.6482 0.2112 0.1890
-0.2122 0.2448 0.2549
0.1757 0.3435 0.5213
-3.2739 -0.3279 1.3896
-0.4337 0.1473 0.7523
-0.3412 -0.5635 0.2895
-0.8507 0.2052 0.5941
-0.1574 -0.0784 0.4404
0.0465 -0.2905 0.4216
0.2330 -0.3852 -0.2575
-0.1515 0.2619 0.0004
0.3530 0.1435 0.3443
0.1436 -0.0557 -0.3800
0.6385 0.1760 0.0708
0.3509 0.2817 0.2542
0.0274 -0.2844 -0.0181
0.3514 -1.0031 0.4666
-0.0868 0.2398 0.9670
-0.2715 -0.2534 -0.0972
-0.1996 0.0764 -0.5910
4.8514 -0.6046 -1.8735
0.2944 0.0181 0.3969
-0.2549 0.3977 -0.1704
-0.6536 0.6358 -0.2085
-0.1115 0.9376 0.3061
0.0915 -0.3801 -2.4203
-0.0274 -0.0466 -1.0824
-0.4061 -0.4305 0.5022
-1.1385 -0.0343 -0.3167
0.3571 0.0835 -0.0495
-4.5614 0.8634 0.3773
0.0848 -0.8264 -0.2334
-0.4530 0.0367 -0.1616
-0.1439 0.1079 0.1277
1.0100 0.7649 1.1875
-0.1280 -0.0559 0.2497
0.9078 -1.1753 -0.4600
0.3787 0.2707 -0.1761
-0.0956 -0.2592 -0.3143
0.1536 -0.0415 -0.3963
0.1904 0.0327 -0.5655
0.3826 -0.2351 -0.0830
-0.0750 -0.2768 -0.1067
0.7464 -0.1357 -0.3113
-0.1786 0.0563 -0.0564
0.3277 -0.4682 -0.3621
1.3178 0.0126 0.6268
-0.3047 0.0846 0.1817
1.1548 -0.3950 -1.9271
-0.1445 0.2340 -0.0666


Entry from the OMol25 dataset: a cluster of 2 separate species, C3H9NO in total (wB97M-V/def2-TZVPD).

Values from the calculation:
Molecular weight ... 75.1 g mol⁻¹
Calculated total energy ... -249.51158 Eh
Orbital gap ... 0.19189 Ha
Spin multiplicity ... 1

Atoms and positions in Å:
H  1.226  -1.954  2.215
H  -0.829  -0.275  -0.635
C  -1.025  1.412  -2.133
C  -0.542  -0.703  0.417
H  -1.557  1.360  -3.099
H  0.664  -0.495  2.692
O  -0.168  0.344  -1.922
H  -1.263  -0.976  1.190
C  0.756  -0.613  0.630
H  -1.808  1.470  -1.339
H  -0.477  2.376  -2.104
N  1.258  -0.955  2.012
H  1.533  -0.313  -0.053
H  2.232  -0.679  2.129

Forces on the atoms, in the same order (eV/Å):
-0.0952 -0.0666 -0.1757
0.8762 -0.4431 -0.2561
0.7296 -0.4116 0.2283
-0.2352 0.8103 -0.2652
-0.0751 0.0981 -0.0049
0.0711 0.2215 0.2293
-0.5584 0.0929 0.1002
0.2597 -0.1581 0.1107
-0.8876 -0.3511 0.2231
-0.1292 0.2153 -0.0985
-0.2650 0.0956 -0.0885
0.4838 -0.4689 0.0184
-0.1129 0.1072 -0.1862
-0.0620 0.2585 0.1650


Entry from the OMol25 dataset: a cluster of 2 separate species, C5H11ClN in total (wB97M-V/def2-TZVPD).

Values from the calculation:
Molecular weight ... 120.6 g mol⁻¹
Calculated total energy ... -711.66224 Eh
Orbital gap ... 0.36570 Ha
Net charge ... +1
Spin multiplicity ... 1

Atoms and positions in Å:
H  1.752  -1.518  -0.481
H  -1.584  1.800  -0.355
C  -1.331  -1.820  -0.373
H  1.086  0.717  1.537
N  -0.620  2.088  -0.221
H  2.275  0.898  0.132
H  -2.029  -2.548  -0.573
H  -0.626  2.290  0.755
H  2.507  -1.351  1.045
C  0.152  0.792  -0.489
H  -0.322  -2.131  -0.578
H  0.061  0.542  -1.570
C  1.305  0.404  0.462
H  -0.429  2.913  -0.772
Cl  -2.927  0.407  0.260
H  0.765  -1.831  0.922
C  -1.626  -0.555  -0.252
C  1.590  -1.098  0.553

Forces on the atoms, in the same order (eV/Å):
0.0220 0.5374 0.6518
-0.8719 0.2413 -0.4416
0.6112 1.0840 -0.8906
0.0931 0.1497 -1.4544
0.9308 -1.6704 -0.4171
-1.2189 -0.3300 0.3835
-1.8713 -1.6273 0.2980
0.5404 0.5243 1.0895
0.4009 0.3245 0.6137
-3.2459 -2.0769 0.3871
0.0475 0.2202 -0.1629
0.9626 0.5401 0.9224
0.1169 0.5454 0.7387
0.4443 0.2392 -0.2450
-0.4960 -0.7030 -0.3416
1.4037 1.9815 0.0550
3.5699 2.3402 0.6976
-1.4394 -2.3202 -1.8839


Quick rundown of ΔE to the lowest compared entry with this formula, charge and spin, same order as above: 0.7, 23.2, 126.8, 92.5 kcal per mole
Quick rundown of maximum force, same order as above: 0.12, 5.24, 1.01, 4.33 eV/Å